# 1
{"formula": "C36H36Ge2N5O2SSr", "method": "ωB97M-V/def2-TZVPD", "energy_ha": -6400.265104, "charge": 1, "homo_lumo_gap_ev": 6.76, "homo_ha": -0.375, "symbols": ["H", "H", "H", "C", "H", "H", "H", "H", "C", "C", "H", "C", "C", "Ge", "C", "S", "N", "H", "H", "O", "C", "C", "H", "H", "H", "C", "C", "H", "H", "C", "C", "H", "H", "C", "N", "H", "C", "C", "C", "H", "C", "H", "H", "H", "C", "H", "H", "N", "H", "H", "H", "C", "H", "Sr", "C", "C", "C", "H", "C", "C", "N", "C", "C", "C", "Ge", "C", "H", "C", "O", "H", "C", "H", "C", "C", "C", "C", "N", "H", "C", "C", "H", "H", "H"], "coordinates": [[2.600, 2.048, 2.141], [-0.703, -3.693, -0.644], [7.346, -6.043, -0.288], [-5.341, 2.796, -0.883], [3.779, -4.788, 1.880], [1.781, 1.692, -1.385], [2.047, 0.050, -1.979], [-0.203, -2.897, 2.054], [3.847, 1.176, -1.732], [-5.381, 4.045, -0.278], [-4.702, -1.847, -2.535], [-4.111, 6.261, 0.206], [-2.904, 6.966, 0.191], [1.689, -2.387, 0.511], [6.740, -4.052, -0.495], [-4.475, 8.374, 1.143], [-0.642, 4.214, -0.761], [-6.257, 4.441, 0.211], [-0.290, -5.333, 1.703], [-1.711, -0.722, 2.110], [0.565, 4.784, -0.680], [0.725, -4.958, 1.895], [5.029, -0.706, 0.947], [1.701, -4.251, -1.499], [5.836, -2.149, -0.811], [-4.242, 4.843, -0.188], [-3.406, -1.559, -0.864], [7.541, -3.881, -1.190], [-0.350, 1.311, 1.419], [0.776, -3.381, 2.052], [-4.406, -2.164, -1.556], [1.026, -5.522, 2.755], [-0.538, 7.915, 0.167], [4.060, -1.072, 0.864], [-5.120, 6.974, 0.711], [1.411, 4.263, -0.893], [-2.198, -0.773, 1.019], [1.874, 1.305, 1.969], [2.442, 0.801, -1.260], [-5.589, -4.085, 0.966], [-0.298, -3.386, -1.601], [-0.493, -4.166, -2.325], [1.767, 0.821, 2.955], [-0.785, -2.413, -1.734], [0.721, 6.186, -0.388], [1.394, -5.392, 1.110], [4.366, 1.731, -0.941], [-3.032, 2.978, -1.245], [-6.013, -3.551, -1.372], [0.216, 2.438, 2.749], [1.689, -2.638, -2.164], [-3.907, -2.843, 1.184], [-4.143, 1.348, -1.927], [-0.677, 1.696, -1.376], [5.644, -5.597, 0.910], [-4.882, -3.499, 0.460], [-4.168, 2.271, -1.365], [5.554, -6.548, 1.459], [5.841, -3.068, -0.247], [-0.404, 6.886, -0.043], [-1.721, -0.083, -0.110], [-3.248, -1.814, 0.527], [4.705, -3.369, 0.561], [6.655, -5.300, 0.040], [2.367, -0.042, 0.628], [0.473, 1.971, 1.777], [1.248, -3.138, 2.958], [-5.189, -3.095, -0.830], [-2.183, -0.003, -2.273], [1.666, 6.602, -0.500], [-1.666, 6.286, -0.176], [4.509, 0.296, -2.009], [4.632, -4.628, 1.155], [-2.410, -0.491, -1.158], [1.220, -3.218, -1.373], [-3.077, 4.231, -0.691], [-2.975, 8.231, 0.614], [-3.725, -3.039, 2.239], [-1.774, 4.941, -0.599], [3.668, -2.378, 0.741], [0.575, 2.727, 0.972], [3.844, 1.883, -2.583], [-6.236, 2.177, -1.003]], "forces_ev_per_a": [[1.0, 1.0, -0.2], [-0.4, -0.5, 0.2], [0.5, -0.4, 0.1], [-1.3, -0.1, 0.3], [1.1, -0.2, -1.0], [0.6, -0.1, 0.3], [0.0, 0.2, 0.4], [-0.2, -0.4, 0.3], [1.1, 0.2, -0.1], [-0.2, 0.3, 0.6], [0.1, -0.1, -0.6], [-1.3, -1.0, 0.5], [1.3, -0.1, -0.6], [0.0, -1.6, -0.4], [1.1, 0.6, -1.1], [-1.0, 1.2, -0.2], [0.6, 0.0, -0.5], [-0.5, -0.1, -0.3], [0.2, 0.3, -0.2], [-0.1, 0.4, 0.8], [-3.3, 3.8, 0.7], [-0.1, 0.3, -1.2], [1.8, 0.3, 0.2], [-0.4, 1.4, 0.7], [0.3, 0.2, 0.1], [1.3, -0.3, -1.3], [0.5, 0.4, 2.4], [0.3, 0.2, -0.2], [0.6, 0.0, 0.8], [-0.4, -0.8, -2.2], [-1.0, -0.6, 0.6], [0.3, 0.2, 1.0], [0.9, 1.0, 0.4], [-3.5, -0.5, -0.4], [0.5, -0.1, 0.2], [2.2, -1.9, -0.5], [0.3, -1.9, -1.0], [-2.3, -1.1, 0.6], [-0.6, -0.6, -0.3], [-0.5, -1.3, 0.5], [0.8, 0.6, 1.4], [-0.4, 0.3, -0.4], [0.4, -0.4, -0.4], [0.1, -0.3, -0.8], [-1.6, -2.3, -0.2], [-0.6, 0.7, 0.3], [0.1, -0.2, 0.0], [-0.1, 0.5, 0.3], [0.0, 0.0, 0.3], [-0.3, 0.0, -0.9], [0.1, 0.3, 0.0], [0.8, 1.2, 0.2], [0.2, -0.1, 0.2], [-0.1, 0.0, -0.1], [-1.9, 0.2, 1.4], [-0.5, 1.2, -0.7], [0.9, 1.5, -0.1], [0.2, 0.4, -0.6], [-2.0, -0.1, 0.4], [-1.2, -0.6, -1.0], [-0.4, -0.1, 1.8], [0.9, 0.6, -0.6], [1.1, -1.0, -0.2], [-0.2, -0.9, 0.4], [0.7, -0.1, -0.4], [0.6, 0.2, -0.8], [0.8, 0.6, 1.1], [0.4, -0.1, -1.3], [-0.1, 0.4, -1.6], [1.5, 0.8, 0.2], [-0.4, -1.1, -0.2], [-1.0, 0.9, 0.4], [0.0, -0.3, 0.6], [-0.6, -0.5, -0.7], [0.4, -1.0, 0.7], [0.6, -0.6, -0.3], [-0.1, -1.1, 0.4], [-0.1, 0.0, -0.2], [0.8, 0.3, 0.9], [0.7, 2.0, -0.2], [-0.1, 0.2, 0.7], [-0.1, -0.5, 0.1], [0.2, 0.5, 0.3]], "lowdin_charge": [0.040, 0.044, 0.103, -0.022, 0.122, -0.030, 0.053, 0.017, -0.183, 0.032, 0.116, -0.291, -0.319, 0.949, -0.105, 1.062, -0.032, 0.126, 0.061, 0.100, -0.096, -0.160, 0.035, 0.082, 0.104, -0.061, -0.109, 0.107, 0.024, -0.310, 0.006, 0.046, 0.113, -0.209, -0.198, 0.074, -0.408, -0.353, -0.399, 0.097, -0.167, 0.073, 0.072, 0.046, 0.017, 0.061, 0.065, 0.033, 0.110, 0.092, 0.031, 0.003, 0.109, 1.562, -0.068, -0.061, -0.103, 0.112, -0.032, 0.032, -0.025, -0.053, -0.264, -0.105, 0.878, -0.174, 0.031, -0.046, -0.141, 0.095, -0.065, 0.094, -0.027, -0.593, -0.322, -0.129, -0.199, 0.128, -0.125, -0.384, 0.014, 0.070, 0.126]}

# 2
{"formula": "C36H36GeN7O7S3Sn", "method": "ωB97M-V/def2-TZVPD", "energy_ha": -5788.460243, "charge": 3, "homo_lumo_gap_ev": 7.09, "homo_ha": -0.548, "de_lowest_kj_mol": 0.0, "symbols": ["H", "H", "H", "C", "C", "C", "N", "H", "C", "N", "C", "N", "C", "Sn", "H", "H", "H", "O", "C", "H", "N", "C", "C", "N", "C", "C", "C", "C", "C", "H", "H", "S", "C", "C", "H", "C", "H", "N", "H", "O", "C", "H", "C", "H", "O", "C", "O", "S", "H", "H", "C", "Ge", "C", "C", "O", "H", "H", "C", "H", "H", "H", "H", "H", "C", "S", "C", "C", "H", "C", "H", "O", "H", "C", "H", "H", "H", "H", "C", "C", "H", "C", "H", "C", "H", "H", "C", "C", "O", "H", "N", "C"], "coordinates": [[-1.632, -5.472, -1.049], [-1.558, -5.538, 5.185], [-1.498, -5.174, 2.725], [4.251, 3.217, -2.320], [-2.381, -2.936, -3.188], [-2.522, 1.732, 4.018], [2.009, 3.689, -1.517], [6.229, 2.692, -2.949], [-2.239, -3.618, -1.977], [-0.777, 0.428, -2.002], [-2.305, 3.735, 2.613], [-2.220, 5.078, 2.562], [-1.091, 0.675, -3.319], [-1.265, 1.346, 0.184], [6.433, 0.817, -1.346], [-5.425, 0.263, 2.526], [-5.982, 1.830, 0.699], [2.472, -1.044, 3.252], [0.086, -0.579, -2.019], [-0.419, -3.981, 6.706], [-2.473, 3.169, 3.816], [-4.935, 0.702, -0.799], [-2.735, 3.676, -1.485], [0.732, 2.328, -0.120], [-2.881, 4.834, -2.232], [0.848, 3.260, -1.012], [-0.429, 3.867, -1.504], [1.243, -2.064, -3.657], [-5.061, 0.079, 1.523], [-4.090, -1.752, 2.060], [-1.346, -5.364, -5.306], [1.094, -1.157, 2.985], [-0.495, 5.039, -2.234], [0.304, -2.499, 3.790], [-2.462, 3.757, 4.632], [5.415, 2.457, -2.277], [-3.865, -0.617, -2.086], [0.344, -0.978, -3.270], [-2.748, -1.918, -3.222], [0.232, -0.030, 2.905], [-0.337, -3.380, 2.929], [-1.537, 1.326, 4.248], [-1.742, 5.525, -2.609], [-1.055, -6.568, -3.168], [-1.223, -2.235, 0.681], [-1.043, -4.677, 4.780], [0.368, -4.085, 0.457], [2.080, 1.638, 0.684], [-5.224, 1.360, -1.609], [0.562, -1.012, -1.152], [-1.017, -4.485, 3.403], [-2.801, -2.889, -0.306], [3.220, 2.935, -1.445], [-1.755, -4.930, -1.979], [-3.074, -4.120, 0.928], [-3.646, -4.853, 0.672], [-3.867, 5.186, -2.500], [-4.310, -1.056, 1.258], [-2.313, 5.662, 3.374], [0.392, 5.600, -2.494], [-1.816, 6.440, -3.180], [2.187, -1.961, -3.127], [-1.774, 1.456, -3.610], [-0.400, -3.796, 5.640], [-0.081, -3.003, 1.245], [-2.058, -3.565, -4.380], [0.289, -2.687, 5.157], [-0.371, -0.311, -5.180], [-4.177, -0.429, -1.068], [-2.146, 5.520, 1.664], [-2.251, 3.054, 1.556], [-3.592, 3.113, -1.136], [3.335, 1.891, -0.539], [-2.899, 1.258, 3.114], [-2.192, -3.043, -5.319], [4.569, 0.301, 0.194], [-3.202, 1.512, 4.837], [-1.425, -5.551, -3.173], [5.528, 1.407, -1.382], [0.810, -2.014, 5.826], [-0.402, -0.193, -4.111], [1.978, 4.377, -2.253], [-1.584, -4.872, -4.373], [4.157, 4.031, -3.029], [1.429, -1.998, -4.725], [-5.372, 0.959, 0.496], [4.479, 1.114, -0.516], [1.021, -1.912, 1.428], [0.786, -3.025, -3.429], [-1.539, 3.203, -1.142], [-3.856, -1.314, -0.037]], "forces_ev_per_a": [[0.0, 0.0, 0.0], [0.0, 0.0, 0.0], [0.0, 0.0, 0.0], [0.0, 0.0, 0.0], [0.0, 0.1, 0.0], [0.0, 0.0, 0.0], [0.1, 0.0, 0.0], [0.0, 0.0, 0.0], [0.0, -0.1, 0.1], [0.2, -0.2, 0.0], [-0.1, 0.0, 0.0], [0.0, 0.0, 0.0], [0.0, 0.0, 0.0], [-0.3, 0.1, 0.1], [0.0, 0.0, 0.0], [0.0, 0.0, 0.0], [0.0, 0.0, 0.0], [0.0, 0.0, 0.0], [0.0, 0.1, 0.0], [0.0, 0.0, 0.0], [0.1, 0.0, 0.0], [0.0, 0.0, 0.0], [0.0, 0.0, 0.0], [-0.1, 0.0, 0.0], [0.0, 0.0, 0.0], [-0.1, 0.0, -0.1], [0.0, -0.1, 0.0], [0.0, 0.0, 0.0], [0.0, 0.0, 0.0], [0.0, 0.0, 0.0], [0.0, 0.0, 0.0], [0.1, -0.1, -0.1], [0.0, 0.0, 0.0], [0.0, 0.0, 0.0], [0.0, 0.0, 0.0], [0.0, 0.0, 0.0], [0.0, 0.0, 0.0], [0.0, 0.0, 0.0], [0.0, 0.0, 0.0], [-0.1, 0.0, 0.0], [0.0, 0.0, 0.0], [0.0, 0.0, 0.0], [0.0, 0.0, 0.0], [0.0, 0.0, 0.0], [0.0, 0.0, 0.1], [0.0, 0.0, 0.0], [0.0, 0.0, 0.0], [0.1, 0.1, 0.0], [0.0, 0.0, 0.0], [0.0, 0.0, 0.0], [0.0, 0.0, 0.0], [-0.1, 0.0, -0.2], [0.0, 0.0, 0.0], [0.0, 0.0, 0.0], [0.0, 0.0, 0.0], [0.0, 0.0, 0.0], [0.0, 0.0, 0.0], [0.0, 0.0, 0.0], [0.0, 0.0, 0.0], [0.0, 0.0, 0.0], [0.0, 0.0, 0.0], [0.0, 0.0, 0.0], [0.0, 0.0, 0.0], [0.0, 0.0, 0.0], [-0.1, -0.2, -0.1], [0.0, 0.0, 0.0], [0.0, 0.0, 0.0], [0.0, 0.0, 0.0], [0.0, 0.0, 0.0], [0.0, 0.0, 0.0], [0.2, 0.1, 0.0], [0.0, 0.0, 0.0], [0.0, 0.0, 0.1], [0.0, 0.0, 0.0], [0.0, 0.0, 0.0], [0.0, 0.0, 0.0], [0.0, 0.0, 0.0], [0.0, 0.0, 0.0], [0.0, 0.0, 0.0], [0.0, 0.0, 0.0], [0.0, 0.0, 0.0], [0.0, 0.0, 0.0], [0.0, 0.0, 0.0], [0.0, 0.0, 0.0], [0.0, 0.0, 0.0], [0.0, 0.0, 0.0], [0.1, 0.0, -0.1], [0.1, 0.1, 0.1], [0.0, 0.0, 0.0], [0.0, 0.0, -0.1], [0.0, 0.0, 0.0]], "lowdin_charge": [0.104, 0.135, 0.128, 0.003, -0.110, -0.040, 0.166, 0.124, -0.266, -0.080, -0.571, 0.203, -0.117, 1.363, 0.122, 0.120, 0.123, -0.172, -0.173, 0.135, 0.049, -0.089, -0.090, -0.401, 0.005, -0.330, -0.175, 0.033, -0.061, 0.113, 0.123, 0.702, 0.035, -0.248, 0.154, -0.038, 0.088, -0.094, 0.081, -0.290, -0.244, 0.075, 0.008, 0.123, -0.353, 0.005, -0.161, 1.018, 0.114, 0.127, 0.005, 0.999, -0.222, -0.096, -0.194, 0.075, 0.131, -0.092, 0.124, 0.128, 0.135, 0.104, 0.112, 0.005, 0.697, -0.066, 0.009, 0.138, -0.121, 0.115, -0.192, 0.106, -0.442, 0.056, 0.118, 0.117, 0.099, -0.044, -0.045, 0.143, -0.036, 0.143, -0.041, 0.127, 0.106, -0.050, -0.076, -0.326, 0.090, -0.027, -0.287]}